# 1
The following is a quantum chemistry calculation of a 2-piece molecular cluster, C11H14N2O overall, from the OMol25 dataset.

Calculated values
gap between HOMO and LUMO	8.495	eV
ΔE to the lowest compared entry with this formula, charge and spin	15.44	kcal per mole
HOMO	-7.69	eV
F_max	2.0	eV Å⁻¹
SMILES	Cc1c[nH]c2ccccc12.CC(N)=O
E	-16662.2429	eV

Element x y z (Å)
C -1.925 1.051 -1.615
C -0.771 1.086 -0.650
C 0.488 1.479 -0.981
N 1.238 1.677 0.164
C 0.532 1.149 1.219
C 0.984 0.854 2.493
C 0.084 0.162 3.324
C -1.246 -0.031 2.957
C -1.687 0.393 1.707
C -0.800 0.941 0.778
H -2.757 0.475 -1.203
H -1.684 0.671 -2.597
H -2.288 2.074 -1.762
H 0.899 1.757 -1.938
H 2.236 1.575 0.073
H 1.985 0.919 2.910
H 0.551 -0.291 4.180
H -1.938 -0.574 3.584
H -2.702 0.121 1.429
C 0.948 -1.330 -2.598
C 1.379 -1.534 -1.180
N 0.794 -2.546 -0.479
O 2.229 -0.842 -0.650
H -0.137 -1.319 -2.686
H 1.521 -2.014 -3.217
H 1.210 -0.325 -2.925
H 0.778 -2.418 0.518
H 0.081 -3.160 -0.856

=====

# 2
The following is a quantum chemistry calculation of one molecule with the formula C4H6N2O, from the OMol25 dataset.

Calculated values
gap between HOMO and LUMO	10.517	eV
ΔE to the lowest compared entry with this formula, charge and spin	84.01	kcal per mole
HOMO	-9.72	eV
F_max	2.4	eV Å⁻¹
SMILES	O=C1NC[C@H]2CN12
E	-9269.8590	eV

Element x y z (Å)
O 1.159 2.223 0.554
C 0.732 1.169 0.152
N 1.297 -0.070 0.236
C 0.478 -1.129 -0.320
C -0.845 -0.404 -0.596
C -1.565 0.229 0.533
N -0.509 1.003 -0.533
H 2.156 -0.203 0.740
H 0.380 -1.973 0.370
H 0.889 -1.496 -1.270
H -1.394 -0.731 -1.475
H -1.718 1.314 0.113
H -1.061 0.068 1.495

=====

# 3
The following is a quantum chemistry calculation of C26H28Cl5N3OW as an isolated structure, from the OMol25 dataset.

Calculated values
gap between HOMO and LUMO (spin up / spin down)	6.174 / 6.704	eV
net charge	+2
HOMO (spin up / spin down)	-14.15 / -14.15	eV
⟨S²⟩	2.014
F_max	4.6	eV Å⁻¹
E	-98352.7350	eV
multiplicity	3

Element x y z (Å)
W 0.531 1.411 0.286
Cl 2.699 1.908 1.310
C 1.207 2.149 2.539
C -0.212 1.933 2.232
C -1.194 2.136 3.187
Cl -2.820 1.846 2.693
C -0.837 2.555 4.474
Cl -2.082 2.806 5.664
C 0.524 2.771 4.799
Cl 0.945 3.293 6.411
C 1.546 2.570 3.840
Cl 3.209 2.845 4.272
C -2.234 2.220 -0.456
C -3.649 1.924 -1.030
N -3.796 0.507 -1.467
C -2.718 0.258 -2.466
C -1.304 0.553 -1.893
N -1.354 1.017 -0.478
C -2.065 -0.043 0.292
C -3.479 -0.338 -0.281
H -2.320 2.587 0.574
H -1.761 3.025 -1.031
H -3.852 2.588 -1.879
H -4.411 2.150 -0.274
H -2.897 0.878 -3.354
H -2.772 -0.785 -2.804
H -0.805 1.314 -2.506
H -0.681 -0.348 -1.956
H -2.146 0.265 1.342
H -1.462 -0.959 0.286
H -4.237 -0.172 0.494
H -3.553 -1.396 -0.562
C 3.113 -0.057 -5.335
C 2.503 0.290 -4.007
C 1.589 1.453 -3.874
C 1.058 1.739 -2.673
N 1.367 0.935 -1.533
C 2.159 -0.084 -1.619
C 2.775 -0.450 -2.917
H 2.782 0.653 -6.122
H 2.806 -1.082 -5.633
H 4.220 -0.014 -5.262
H 1.349 2.070 -4.734
H 0.390 2.587 -2.564
H 2.373 -0.674 -0.735
H 3.439 -1.308 -2.974
C 2.116 -0.900 2.725
C 1.176 -1.311 1.621
O 0.695 -0.479 0.855
C 0.832 -2.756 1.466
C -0.043 -3.127 0.435
C -0.393 -4.466 0.252
C 0.129 -5.443 1.097
C 1.000 -5.084 2.125
C 1.353 -3.744 2.311
H 2.255 0.186 2.692
H 3.092 -1.370 2.587
H 1.692 -1.157 3.699
H -0.457 -2.372 -0.231
H -1.072 -4.743 -0.550
H -0.144 -6.486 0.954
H 1.405 -5.849 2.782
H 2.033 -3.500 3.121
H 0.387 3.077 -0.216

=====

# 4
The following is a quantum chemistry calculation of C16H35N2O3SSiV as an isolated structure, from the OMol25 dataset.

Calculated values
gap between HOMO and LUMO (spin up / spin down)	7.994 / 8.897	eV
net charge	+2
ΔE to the lowest compared entry with this formula, charge and spin	7.11	kcal per mole
HOMO (spin up / spin down)	-14.69 / -14.93	eV
⟨S²⟩	2.020
F_max	0.4	eV Å⁻¹
E	-70667.8479	eV
multiplicity	3

Element x y z (Å)
V 0.345 0.157 -0.209
C 2.405 -1.650 -1.622
O 1.023 -1.468 -1.174
C 0.362 -2.694 -0.751
C 0.476 -2.774 0.745
O -0.173 -1.571 1.195
C 0.110 -1.191 2.553
C -0.318 0.249 2.610
O 0.458 0.975 1.613
C 1.639 1.655 2.151
H 2.417 -2.484 -2.319
H 3.043 -1.847 -0.762
H 2.684 -0.722 -2.111
H 0.792 -3.539 -1.285
H -0.684 -2.581 -1.037
H 1.516 -2.775 1.088
H -0.032 -3.656 1.140
H 1.178 -1.318 2.751
H -0.461 -1.806 3.251
H -0.188 0.721 3.580
H -1.359 0.339 2.298
H 1.323 2.220 3.023
H 1.990 2.309 1.360
H 2.395 0.916 2.412
C -5.003 1.449 -2.815
N -4.116 1.191 -1.672
C -4.792 0.607 -0.511
C -2.790 1.254 -1.795
S -1.904 0.123 -0.776
N -2.251 2.122 -2.642
C -0.932 1.959 -3.240
C -2.896 3.408 -2.935
H -5.720 0.631 -2.859
H -4.428 1.456 -3.735
H -5.543 2.388 -2.702
H -5.771 1.076 -0.434
H -4.233 0.809 0.396
H -4.919 -0.469 -0.637
H -0.635 0.913 -3.221
H -0.191 2.559 -2.718
H -0.995 2.284 -4.279
H -3.616 3.643 -2.157
H -3.383 3.409 -3.908
H -2.113 4.165 -2.933
C 3.225 4.839 -2.529
Si 3.903 3.160 -2.094
C 5.103 3.228 -0.669
C 4.612 2.270 -3.570
C 2.447 2.124 -1.492
C 1.476 1.471 -1.128
H 4.021 5.455 -2.952
H 2.838 5.357 -1.650
H 2.428 4.779 -3.271
H 5.984 3.813 -0.943
H 5.446 2.231 -0.390
H 4.660 3.700 0.209
H 5.346 2.904 -4.071
H 3.844 2.016 -4.302
H 5.123 1.352 -3.275

=====

# 5
The following is a quantum chemistry calculation of C11H16InN2O4S3 as an isolated structure, from the OMol25 dataset.

Calculated values
gap between HOMO and LUMO	3.884	eV
net charge	+3
ΔE to the lowest compared entry with this formula, charge and spin	254.02	kcal per mole
HOMO	-19.06	eV
F_max	9.4	eV Å⁻¹
E	-60469.4210	eV

Element x y z (Å)
O -2.931 -3.718 1.707
S -1.811 -2.857 1.006
O -0.413 -3.167 1.602
C -2.357 -1.072 1.169
C -1.352 -0.173 0.183
O -0.020 -0.232 0.802
C -2.023 1.318 0.100
C -1.058 2.552 0.577
C -0.256 3.308 -0.654
S 1.596 3.063 -0.539
C 2.149 1.414 -1.232
S 1.941 1.005 -2.890
N 2.835 0.450 -0.254
C 3.139 0.777 1.222
C 3.935 -0.516 1.901
N 4.017 -1.540 0.788
C 3.362 -0.954 -0.454
C -1.355 -0.774 -1.361
C -1.016 -2.375 -1.462
O -1.881 -3.251 -0.657
H -2.277 -0.752 2.295
H -3.446 -0.908 0.711
H -0.150 0.080 1.765
H -3.019 1.354 0.753
H -2.379 1.531 -1.017
H -0.284 2.289 1.416
H -1.782 3.372 1.055
H -0.608 2.994 -1.725
H -0.466 4.468 -0.541
H 2.838 1.793 1.744
H 4.340 -0.573 3.016
H 3.220 -1.404 -1.525
H -2.369 -0.524 -1.933
H -0.504 -0.205 -1.932
H 0.137 -2.628 -1.279
H -1.206 -2.680 -2.600
In 1.454 -1.465 -1.757

=====

# 6
The following is a quantum chemistry calculation of C41H45N3O2PS5Tl as an isolated structure, from the OMol25 dataset.

Calculated values
gap between HOMO and LUMO	5.884	eV
net charge	-2
HOMO	-1.76	eV
F_max	0.2	eV Å⁻¹
E	-119974.5179	eV

Element x y z (Å)
Tl -0.450 -0.340 -0.095
O -2.022 0.858 -1.412
C -2.519 2.016 -1.613
C -3.929 2.124 -1.839
C -4.546 3.315 -2.115
C -3.813 4.509 -2.183
C -2.457 4.442 -1.956
C -1.782 3.244 -1.672
C -0.349 3.379 -1.453
N 0.510 2.484 -1.174
C 1.873 2.937 -0.976
C 2.317 2.761 0.471
N 2.339 1.356 0.842
C 2.477 1.112 2.079
C 2.392 -0.180 2.754
C 2.829 -0.196 4.086
C 2.756 -1.316 4.883
C 2.207 -2.479 4.333
C 1.751 -2.499 3.038
C 1.800 -1.355 2.191
O 1.325 -1.438 0.993
H -4.492 1.201 -1.770
H -5.620 3.332 -2.276
H -4.297 5.454 -2.394
H -1.866 5.354 -1.991
H -0.002 4.425 -1.553
H 1.991 3.997 -1.256
H 2.539 2.346 -1.613
H 1.612 3.304 1.111
H 3.310 3.216 0.595
H 2.647 1.950 2.778
H 3.215 0.731 4.501
H 3.070 -1.283 5.918
H 2.114 -3.370 4.944
H 1.306 -3.393 2.618
S -0.708 -0.626 7.014
C -0.970 -0.381 5.386
S -1.838 -1.467 4.380
C -1.825 -0.534 2.895
C -1.145 0.641 2.970
S -0.824 1.648 1.610
S -0.456 1.013 4.534
S -2.515 -1.192 1.464
C -0.266 0.297 -3.982
C 1.214 0.296 -3.596
C 2.022 -0.118 -4.827
P 1.388 -0.736 -2.057
C 3.151 -0.708 -1.455
C 3.613 -2.062 -0.915
C 4.211 -0.107 -2.375
C 1.041 -2.395 -2.640
C 1.919 -3.059 -3.496
C 1.676 -4.321 -4.009
C 2.636 -5.003 -4.947
C 0.471 -4.921 -3.625
C -0.420 -4.310 -2.776
C -0.178 -3.011 -2.223
N -1.027 -2.403 -1.383
C -2.180 -3.129 -1.020
C -3.391 -2.884 -1.678
C -3.428 -1.908 -2.820
C -4.538 -3.559 -1.271
C -4.509 -4.489 -0.241
C -5.770 -5.168 0.228
C -3.289 -4.754 0.370
C -2.128 -4.092 -0.002
C -0.836 -4.346 0.717
H -0.428 0.981 -4.821
H -0.907 0.597 -3.156
H -0.567 -0.706 -4.299
H 1.492 1.308 -3.292
H 1.700 -1.101 -5.176
H 3.097 -0.144 -4.671
H 1.816 0.596 -5.630
H 3.041 -0.049 -0.592
H 3.880 -2.752 -1.718
H 2.844 -2.521 -0.297
H 4.498 -1.905 -0.290
H 4.486 -0.789 -3.183
H 5.115 0.085 -1.789
H 3.901 0.841 -2.819
H 2.843 -2.560 -3.775
H 3.578 -4.454 -5.003
H 2.238 -5.075 -5.965
H 2.868 -6.021 -4.619
H 0.229 -5.911 -4.006
H -1.334 -4.823 -2.506
H -3.082 -0.926 -2.492
H -4.440 -1.822 -3.222
H -2.760 -2.231 -3.624
H -5.478 -3.349 -1.775
H -6.543 -5.139 -0.542
H -6.170 -4.676 1.119
H -5.587 -6.213 0.487
H -3.243 -5.479 1.177
H -0.905 -5.245 1.334
H -0.613 -3.493 1.361
H 0.004 -4.448 0.029